# 1
{
  "formula": "C29H28N12RuS",
  "method": "ωB97M-V/def2-TZVPD",
  "total_energy_ha": -2271.18775,
  "charge": 3,
  "multiplicity": 2,
  "lumo_energy_ev": [-10.9, -10.4],
  "orbital_gap_ev": [5.28, 5.84],
  "max_force_ha_per_bohr": 0.04255,
  "elements": ["Ru", "C", "N", "C", "C", "N", "C", "C", "C", "C", "C", "C", "N", "C", "N", "C", "C", "C", "C", "C", "C", "N", "H", "H", "H", "H", "H", "H", "H", "H", "H", "H", "H", "H", "H", "H", "H", "N", "C", "N", "C", "N", "C", "C", "N", "C", "C", "N", "H", "H", "H", "H", "H", "N", "C", "S", "N", "C", "C", "C", "C", "C", "C", "H", "H", "H", "H", "H", "H", "H", "H"],
  "xyz": [[-0.185000, -0.019200, -0.280900], [1.504800, 1.253500, 2.262400], [1.583800, -0.007400, 1.515400], [1.507400, -1.238400, 2.314800], [0.288900, -2.052100, 1.996400], [-0.667900, -1.687900, 1.159700], [-1.589800, -2.708400, 1.146300], [-2.794700, -2.838700, 0.454600], [-3.506600, -4.010100, 0.638400], [-3.046100, -5.023300, 1.482000], [-1.853400, -4.905900, 2.183600], [-1.137500, -3.730100, 2.010200], [0.055200, -3.266800, 2.527400], [0.332600, 2.106200, 1.878000], [-0.674500, 1.744300, 1.094700], [-1.589200, 2.777200, 1.144200], [-2.877700, 2.895100, 0.620000], [-3.573900, 4.062000, 0.878600], [-3.025500, 5.088600, 1.648700], [-1.762200, 4.977900, 2.213300], [-1.067000, 3.804100, 1.962400], [0.153300, 3.333900, 2.396600], [2.417600, 1.845000, 2.124700], [1.410500, 1.058500, 3.339100], [2.451300, -0.010300, 0.984000], [1.501500, -1.011700, 3.389600], [2.389000, -1.862600, 2.127500], [-3.152300, -2.042200, -0.184700], [-4.446300, -4.144800, 0.126500], [-3.640800, -5.916000, 1.600800], [-1.510300, -5.694500, 2.834500], [0.626500, -3.745700, 3.210500], [-3.326800, 2.081000, 0.072700], [-4.580800, 4.175500, 0.507500], [-3.603400, 5.980200, 1.830100], [-1.351600, 5.765300, 2.825800], [0.790100, 3.835100, 3.001100], [3.503200, 0.609700, -2.988600], [3.102400, -0.021700, -1.878000], [1.845700, 0.303000, -1.620000], [1.520400, 1.167000, -2.636500], [2.521100, 1.355000, -3.466500], [0.217400, 1.787800, -2.776600], [0.033800, 2.949200, -3.542600], [-1.159900, 3.461300, -3.694500], [-2.203500, 2.880000, -3.143600], [-2.037800, 1.724100, -2.377200], [-0.832000, 1.204600, -2.178400], [4.399600, 0.597900, -3.462000], [3.716200, -0.686800, -1.302200], [0.874700, 3.423200, -4.027200], [-3.179600, 3.308500, -3.333500], [-2.886200, 1.194800, -1.961000], [0.297200, -1.539000, -4.397800], [0.379100, -2.230600, -3.250400], [-0.803400, -1.956000, -2.044900], [1.406500, -3.067200, -3.082700], [1.629100, -4.063800, -2.110700], [0.611000, -4.625600, -1.340200], [0.900200, -5.659300, -0.467800], [2.192200, -6.154200, -0.366400], [3.211900, -5.583300, -1.118800], [2.934600, -4.549200, -1.990000], [-0.543600, -1.007600, -4.577900], [0.811700, -1.822100, -5.220500], [2.095700, -3.087600, -3.832000], [-0.410800, -4.301800, -1.463600], [0.103200, -6.109000, 0.103200], [2.402000, -6.995200, 0.274700], [4.220100, -5.955000, -1.027800], [3.728300, -4.122000, -2.585400]],
  "atomic_forces_ev_per_a": [[1.14, -0.98, 0.06], [-0.10, 0.62, 0.30], [-1.08, -0.05, -1.28], [-0.04, -0.56, 0.30], [0.33, -0.02, 0.16], [0.94, 1.72, -0.71], [-0.69, -1.00, 0.01], [0.22, -0.06, 0.18], [0.03, 0.34, -0.15], [0.42, -0.04, 0.28], [-0.26, -0.04, -0.10], [-0.72, 0.38, -0.72], [0.23, 0.42, 0.00], [0.17, 0.07, 0.09], [1.35, -1.62, -0.57], [-0.72, 0.97, 0.12], [0.21, 0.06, 0.04], [0.00, -0.32, -0.08], [0.53, 0.05, 0.24], [-0.29, 0.02, -0.13], [-0.72, -0.34, -0.67], [0.28, -0.33, 0.01], [-0.04, -0.21, 0.02], [0.12, -0.06, -0.20], [-0.33, -0.03, 0.04], [0.07, 0.04, -0.22], [-0.06, 0.16, 0.03], [-0.09, -0.03, -0.03], [-0.09, 0.00, -0.05], [-0.01, -0.07, 0.01], [0.02, -0.07, 0.11], [0.00, 0.10, -0.06], [-0.09, -0.02, -0.03], [-0.07, -0.02, -0.07], [-0.06, 0.09, 0.01], [0.03, 0.06, 0.08], [-0.02, -0.13, 0.01], [-0.15, -0.36, 0.66], [0.09, -0.22, 0.11], [-1.33, 0.31, 0.14], [1.04, -0.31, 0.06], [-0.79, 0.70, -0.51], [-0.32, 0.60, -0.45], [0.42, -1.01, 0.36], [-0.35, 1.01, -0.48], [0.06, -0.74, 0.10], [-0.55, 0.05, -0.08], [0.67, -0.04, 1.49], [-0.02, -0.04, 0.14], [0.18, -0.15, 0.04], [0.09, 0.09, -0.04], [-0.03, -0.03, 0.11], [0.09, 0.10, 0.11], [-0.07, -0.26, 0.04], [1.14, 0.25, -0.32], [-0.51, 1.06, 1.45], [-0.42, 0.76, -0.93], [0.20, -0.82, 1.01], [-0.09, 0.11, -0.32], [0.27, -0.10, -0.05], [0.05, 0.13, -0.01], [-0.12, -0.15, 0.18], [-0.32, 0.35, -0.04], [0.09, -0.05, 0.16], [0.07, -0.03, -0.02], [-0.22, -0.04, 0.03], [0.06, -0.13, 0.09], [-0.12, -0.05, 0.02], [0.05, -0.06, 0.11], [0.10, -0.06, -0.07], [0.12, 0.04, -0.14]]
}

# 2
{
  "formula": "C29H28N4O4S",
  "method": "ωB97M-V/def2-TZVPD",
  "total_energy_ha": -2040.11460,
  "smiles": "O=C1/C(=C\\Nc2cccc(S(=O)(=O)NC3=NCCCCC3)c2)c2ccccc2C(=O)N1Cc1ccccc1",
  "charge": 0,
  "lumo_energy_ev": -0.3,
  "orbital_gap_ev": 7.57,
  "max_force_ha_per_bohr": 0.02280,
  "elements": ["O", "C", "C", "C", "N", "C", "C", "C", "C", "C", "S", "O", "O", "N", "C", "N", "C", "C", "C", "C", "C", "C", "C", "C", "C", "C", "C", "C", "C", "O", "N", "C", "C", "C", "C", "C", "C", "C", "H", "H", "H", "H", "H", "H", "H", "H", "H", "H", "H", "H", "H", "H", "H", "H", "H", "H", "H", "H", "H", "H", "H", "H", "H", "H", "H", "H"],
  "xyz": [[1.136745, 0.489367, 0.462976], [2.238157, -0.067686, 0.481870], [2.416811, -1.492808, 0.235602], [1.301792, -2.272731, 0.014586], [0.063439, -1.783621, -0.040408], [-1.139205, -2.440862, -0.196230], [-1.298915, -3.828586, -0.164752], [-2.558760, -4.387707, -0.294293], [-3.680613, -3.587008, -0.452833], [-3.507027, -2.216532, -0.488934], [-4.904994, -1.127400, -0.727360], [-6.118248, -1.889817, -0.654079], [-4.685123, -0.297508, -1.869246], [-4.941983, -0.174506, 0.674841], [-4.251568, 1.018405, 0.825712], [-3.125110, 1.093701, 0.265861], [-2.218936, 2.206964, 0.315094], [-2.255757, 3.062021, 1.584370], [-3.406521, 4.067576, 1.607408], [-4.725162, 3.472786, 1.112535], [-4.979231, 2.063497, 1.652146], [-2.268060, -1.637010, -0.373501], [3.755859, -2.046650, 0.248946], [4.044046, -3.388417, -0.032424], [5.336750, -3.865099, -0.000496], [6.397631, -3.022818, 0.310076], [6.142443, -1.697782, 0.580631], [4.837413, -1.204818, 0.550896], [4.650509, 0.219143, 0.838306], [5.566889, 0.968090, 1.117537], [3.348601, 0.688161, 0.776586], [3.124466, 2.111328, 1.034467], [2.930288, 2.865505, -0.254078], [4.004239, 3.035505, -1.119695], [3.834779, 3.704017, -2.318526], [2.591169, 4.206894, -2.663593], [1.518227, 4.038737, -1.805443], [1.686716, 3.369859, -0.605592], [1.410636, -3.338461, -0.127204], [0.030416, -0.756665, 0.068923], [-0.446866, -4.476085, -0.026291], [-2.666570, -5.461270, -0.265056], [-4.671697, -3.998634, -0.547264], [-5.833138, -0.251452, 1.137954], [-1.220585, 1.766227, 0.211291], [-2.390111, 2.830015, -0.569511], [-1.311771, 3.604303, 1.669283], [-2.320541, 2.389576, 2.442456], [-3.531837, 4.435284, 2.628972], [-3.153831, 4.924495, 0.979204], [-5.544835, 4.128288, 1.414967], [-4.728976, 3.428341, 0.021703], [-4.665803, 1.993391, 2.696793], [-6.049527, 1.848599, 1.613290], [-2.206165, -0.558503, -0.396205], [3.253018, -4.075349, -0.287657], [5.524524, -4.905544, -0.222240], [7.406909, -3.403501, 0.333762], [6.936573, -1.006925, 0.820155], [2.239728, 2.202756, 1.668127], [4.010283, 2.472834, 1.561616], [4.973850, 2.645963, -0.845518], [4.675199, 3.834592, -2.984564], [2.459470, 4.728852, -3.600126], [0.546100, 4.427093, -2.071782], [0.847480, 3.229741, 0.058716]],
  "atomic_forces_ev_per_a": [[-0.08, 0.17, 0.02], [-0.16, -0.49, -0.05], [-0.42, 0.04, -0.06], [0.16, 0.28, 0.05], [0.44, 0.75, 0.07], [-1.02, -0.56, -0.14], [0.17, 0.26, 0.02], [-0.09, 0.10, -0.06], [-0.20, -0.10, 0.00], [-0.31, 0.26, -0.02], [-0.26, 0.22, 0.18], [0.19, -0.17, 0.29], [0.30, -0.05, 0.22], [-0.53, -0.87, -0.56], [0.61, 0.50, 0.05], [-0.30, -0.05, 0.00], [0.22, 0.28, 0.21], [-0.05, 0.05, -0.23], [0.00, -0.14, -0.03], [0.04, 0.06, 0.16], [-0.01, 0.05, -0.13], [0.56, -0.19, -0.06], [0.47, 0.02, 0.05], [0.01, 0.00, 0.01], [-0.09, 0.00, 0.01], [0.07, 0.07, 0.02], [-0.03, 0.01, 0.00], [0.03, -0.51, -0.11], [0.14, 0.01, 0.09], [0.03, -0.03, -0.06], [0.01, 0.33, 0.18], [-0.03, 0.24, 0.14], [-0.03, 0.04, 0.05], [-0.01, 0.02, 0.03], [0.05, 0.00, -0.07], [-0.02, 0.04, -0.09], [-0.07, 0.07, -0.03], [0.07, 0.03, 0.02], [-0.03, -0.03, 0.00], [0.08, -0.36, -0.01], [0.08, -0.08, 0.04], [-0.02, -0.08, 0.00], [-0.10, -0.12, 0.00], [-0.14, -0.14, -0.07], [-0.02, 0.21, -0.06], [0.11, 0.03, -0.04], [0.04, -0.06, 0.07], [0.07, -0.01, 0.06], [-0.01, 0.07, -0.02], [0.01, 0.05, 0.05], [-0.01, -0.04, -0.09], [-0.06, 0.05, -0.01], [-0.06, -0.05, 0.03], [0.04, -0.03, 0.06], [0.14, 0.05, -0.02], [-0.07, -0.08, -0.04], [0.00, -0.08, -0.02], [0.09, -0.02, 0.00], [0.05, 0.04, 0.01], [0.16, 0.01, -0.06], [-0.22, -0.08, -0.05], [0.11, -0.04, 0.04], [0.06, 0.01, -0.05], [-0.01, 0.04, -0.07], [-0.09, 0.03, -0.03], [-0.09, -0.06, 0.09]]
}